The following is a quantum chemistry calculation of C42H30IN3O4PRuS as an isolated structure at a distorted geometry, from the OMol25 dataset.

For the HOMO energy (spin up / spin down), the calculation gives -5.09 / -7.61 eV. As for the spin multiplicity: 6. The calculation puts the energy above the lowest of the compared OMol25 structures with the same formula, charge and spin at 26.2 kcal per mole. The expectation value of S² is 8.784. As for the charge: 0.

Geometry as XYZ:
```
83
Properties=species:S:1:pos:R:3:mulliken_spin:R:1
Ru 0.48 -0.25 -0.74 3.60
O 0.22 -0.81 1.47 0.01
N 0.65 -1.99 1.84 0.01
N 1.58 -2.39 1.09 -0.02
O 2.05 -1.70 0.12 0.09
C 2.13 -3.73 1.34 0.00
C 1.72 -4.48 2.42 0.00
C 2.27 -5.74 2.60 0.00
C 3.21 -6.23 1.71 0.00
C 3.60 -5.46 0.62 0.00
C 3.06 -4.19 0.43 0.00
H 0.98 -4.09 3.11 0.00
H 1.96 -6.34 3.45 0.00
H 3.64 -7.21 1.85 0.00
H 4.33 -5.83 -0.08 0.00
H 3.34 -3.57 -0.40 0.00
O -1.37 3.04 -0.26 0.20
C -1.14 2.80 0.91 0.19
O -0.47 1.44 1.17 0.05
C -1.28 3.44 2.13 0.13
C -1.81 4.75 2.34 0.11
C -1.81 5.27 3.61 -0.05
C -1.31 4.54 4.72 0.23
C -0.82 3.26 4.53 -0.11
C -0.80 2.70 3.26 0.20
P -0.36 1.08 2.73 0.01
C -1.68 0.02 3.29 -0.01
C -1.79 -0.33 4.63 0.01
C -2.87 -1.08 5.06 0.00
C -3.85 -1.47 4.15 0.01
C -3.75 -1.11 2.82 0.00
C -2.66 -0.37 2.38 0.03
C 1.21 0.80 3.56 0.04
C 1.56 -0.41 4.17 0.00
C 2.77 -0.53 4.83 0.00
C 3.66 0.55 4.87 0.00
C 3.31 1.75 4.28 0.00
C 2.09 1.89 3.64 0.02
H -2.19 5.32 1.50 0.02
H -2.21 6.26 3.77 0.00
H -1.32 4.98 5.71 0.02
H -0.45 2.70 5.39 0.00
H -1.04 -0.01 5.35 0.00
H -2.96 -1.36 6.10 0.00
H -4.70 -2.05 4.49 0.00
H -4.51 -1.40 2.11 0.00
H -2.57 -0.09 1.33 0.00
H 0.88 -1.24 4.15 0.00
H 3.03 -1.46 5.31 0.00
H 4.61 0.45 5.38 0.00
H 3.99 2.60 4.33 0.00
H 1.81 2.83 3.19 -0.01
I -0.76 1.48 -2.66 0.11
C -0.34 -0.01 -4.06 -0.02
C -0.27 0.32 -5.38 0.01
C -0.05 -0.70 -6.34 -0.01
C 0.03 -2.00 -5.94 0.01
C -0.07 -2.36 -4.57 0.00
C -0.06 -3.71 -4.16 0.05
C -0.18 -4.03 -2.84 -0.02
C -0.24 -3.01 -1.87 -0.08
C -0.22 -1.67 -2.18 0.15
C -0.20 -1.35 -3.58 -0.03
H -0.39 1.35 -5.70 0.00
H 0.02 -0.44 -7.38 0.00
H 0.16 -2.79 -6.68 0.00
H 0.03 -4.48 -4.92 0.00
H -0.19 -5.07 -2.54 0.00
H -0.29 -3.31 -0.83 0.01
S 4.67 1.85 0.17 0.01
C 3.06 1.26 0.25 0.00
N 2.49 0.98 -0.87 0.06
C 3.37 1.21 -1.94 -0.01
C 3.09 0.98 -3.28 0.03
C 4.07 1.25 -4.21 0.00
C 5.32 1.76 -3.82 0.00
C 5.61 1.98 -2.50 0.00
C 4.62 1.70 -1.55 0.00
H 2.58 1.13 1.20 0.00
H 2.13 0.58 -3.58 -0.03
H 3.86 1.08 -5.26 0.00
H 6.07 1.97 -4.58 0.00
H 6.58 2.36 -2.19 0.00
```